Entry 1:
{"formula": "C5H8O2", "method": "ωB97M-V/def2-TZVPD", "e_homo_ev": -9.1354, "smiles": "C1O[C@H]2C[C@@H]1CO2", "molar_mass_da": 100.117, "e_lumo_ha": 0.0356, "e_above_lowest_kj_mol": 269.0, "symbols": ["C", "O", "C", "C", "C", "C", "O", "H", "H", "H", "H", "H", "H", "H", "H"], "positions_angstrom": [[-1.274, 0.594, 0.406], [-0.596, 1.404, -0.549], [0.309, 0.553, -1.234], [-0.024, -1.074, -0.766], [-0.289, -0.531, 0.643], [1.127, 0.111, 0.813], [1.554, 0.362, -0.521], [-2.205, 0.226, -0.050], [-1.508, 1.184, 1.296], [0.544, 1.231, -2.105], [0.811, -1.828, -0.640], [-0.792, -1.541, -1.350], [-0.610, -1.224, 1.429], [1.128, 1.090, 1.295], [1.825, -0.557, 1.332]]}

***

Entry 2:
{"formula": "C7H10N2O3", "method": "ωB97M-V/def2-TZVPD", "e_homo_ev": -8.3350, "smiles": "CO/C=C/C=C\\C=C(\\N)[N+](=O)[O-]", "molar_mass_da": 170.168, "e_lumo_ha": -0.0187, "e_above_lowest_kj_mol": 573.2, "symbols": ["C", "C", "C", "C", "C", "C", "C", "N", "N", "O", "O", "O", "H", "H", "H", "H", "H", "H", "H", "H", "H", "H"], "positions_angstrom": [[-0.836, -0.899, -1.722], [-1.268, 0.366, -1.837], [0.203, -1.327, -0.810], [-0.749, 1.439, -1.017], [0.286, -1.081, 0.501], [-0.800, 1.505, 0.333], [2.542, -1.772, 0.718], [-0.031, 2.327, 1.122], [-1.883, 0.889, 1.060], [-2.675, 0.179, 0.475], [-1.985, 1.197, 2.238], [1.336, -1.355, 1.311], [-1.138, -1.628, -2.462], [-1.896, 0.648, -2.671], [1.017, -1.851, -1.299], [-0.146, 2.179, -1.532], [-0.542, -0.790, 1.119], [2.863, -1.073, -0.061], [2.447, -2.774, 0.285], [3.278, -1.793, 1.518], [-0.422, 2.487, 2.043], [0.400, 3.126, 0.687]]}

***

Entry 3:
{"formula": "C25H66ClFO13S", "method": "ωB97M-V/def2-TZVPD", "e_homo_ev": -9.8697, "smiles": "C[C@@H](F)[C@@H]1OS(=O)(=O)O[C@@H]1CCCCl.CCO.CCO.CCO.CCO.CCO.CCO.CCO.CCO.CCO", "molar_mass_da": 661.308, "e_lumo_ha": 0.0106, "symbols": ["C", "C", "F", "C", "O", "S", "O", "O", "O", "C", "C", "C", "C", "Cl", "H", "H", "H", "H", "H", "H", "H", "H", "H", "H", "H", "H", "C", "C", "O", "H", "H", "H", "H", "H", "H", "C", "C", "O", "H", "H", "H", "H", "H", "H", "C", "C", "O", "H", "H", "H", "H", "H", "H", "C", "C", "O", "H", "H", "H", "H", "H", "H", "C", "C", "O", "H", "H", "H", "H", "H", "H", "C", "C", "O", "H", "H", "H", "H", "H", "H", "C", "C", "O", "H", "H", "H", "H", "H", "H", "C", "C", "O", "H", "H", "H", "H", "H", "H", "C", "C", "O", "H", "H", "H", "H", "H", "H"], "positions_angstrom": [[0.502, -3.052, 0.966], [1.702, -2.109, 0.926], [2.546, -2.497, -0.125], [1.348, -0.653, 0.667], [2.622, 0.067, 0.496], [3.127, 0.666, 1.869], [3.124, 2.087, 1.771], [4.284, -0.019, 2.323], [1.893, 0.180, 2.739], [0.737, 0.117, 1.834], [-0.428, -0.417, 2.641], [-1.807, -0.377, 1.971], [-2.113, 0.914, 1.232], [-1.395, 0.996, -0.405], [0.433, -3.543, 1.936], [0.640, -3.822, 0.208], [-0.434, -2.531, 0.778], [2.294, -2.164, 1.841], [0.850, -0.534, -0.291], [0.535, 1.153, 1.552], [-0.205, -1.427, 2.991], [-0.471, 0.208, 3.537], [-2.533, -0.438, 2.786], [-1.993, -1.241, 1.331], [-3.188, 1.016, 1.093], [-1.751, 1.779, 1.785], [2.781, -6.907, -1.285], [2.549, -5.882, -2.377], [1.900, -4.709, -1.897], [1.831, -7.184, -0.824], [3.260, -7.802, -1.676], [3.425, -6.499, -0.503], [1.896, -6.290, -3.148], [3.499, -5.609, -2.849], [2.459, -4.311, -1.220], [1.523, 3.255, -3.823], [0.804, 1.923, -3.948], [-0.448, 1.921, -3.279], [1.676, 3.502, -2.772], [2.493, 3.227, -4.321], [0.931, 4.055, -4.276], [1.394, 1.132, -3.486], [0.669, 1.667, -5.006], [-1.008, 2.604, -3.668], [-4.938, 4.064, -4.331], [-4.063, 3.973, -3.097], [-2.675, 4.071, -3.410], [-4.676, 3.280, -5.041], [-5.992, 3.960, -4.069], [-4.807, 5.028, -4.831], [-4.183, 3.008, -2.607], [-4.335, 4.752, -2.376], [-2.519, 4.922, -3.831], [6.347, -10.904, -0.421], [6.100, -9.838, -1.471], [5.473, -8.679, -0.931], [5.409, -11.192, 0.055], [6.801, -11.792, -0.864], [7.018, -10.533, 0.357], [5.421, -10.208, -2.239], [7.041, -9.562, -1.960], [6.054, -8.314, -0.256], [-3.842, 2.240, 5.024], [-4.604, 0.970, 4.702], [-3.763, -0.184, 4.756], [-3.001, 2.364, 4.338], [-4.475, 3.122, 4.951], [-3.440, 2.194, 6.040], [-4.995, 1.001, 3.685], [-5.451, 0.845, 5.384], [-3.397, -0.239, 5.644], [1.712, -7.417, -6.094], [0.365, -7.638, -6.755], [-0.684, -7.789, -5.805], [1.948, -8.245, -5.426], [2.505, -7.330, -6.839], [1.701, -6.500, -5.500], [0.369, -8.559, -7.337], [0.136, -6.811, -7.436], [-0.729, -6.985, -5.277], [0.129, 5.770, 2.928], [0.105, 4.253, 2.897], [-1.028, 3.752, 2.191], [-0.781, 6.157, 3.387], [0.989, 6.135, 3.491], [0.184, 6.171, 1.914], [0.034, 3.845, 3.905], [1.027, 3.873, 2.444], [-0.995, 4.089, 1.286], [-2.870, 7.317, 6.237], [-3.008, 5.828, 5.983], [-4.085, 5.523, 5.104], [-3.795, 7.719, 6.651], [-2.056, 7.520, 6.933], [-2.661, 7.849, 5.306], [-3.228, 5.299, 6.910], [-2.073, 5.423, 5.581], [-3.922, 5.959, 4.261], [0.425, 6.656, -1.539], [-0.289, 5.331, -1.356], [-1.420, 5.439, -0.490], [0.753, 7.051, -0.577], [1.298, 6.540, -2.183], [-0.239, 7.394, -1.995], [0.370, 4.598, -0.891], [-0.605, 4.924, -2.321], [-2.043, 6.058, -0.882]]}

***

Entry 4:
{"formula": "C42H38O3P", "method": "ωB97M-V/def2-TZVPD", "e_homo_ev": -9.6282, "molar_mass_da": 621.737, "e_lumo_ha": -0.1525, "charge": 1, "e_above_lowest_kj_mol": 184.3, "symbols": ["C", "C", "C", "C", "C", "C", "C", "C", "C", "C", "O", "C", "C", "C", "C", "C", "C", "C", "C", "C", "C", "H", "H", "H", "H", "H", "H", "H", "H", "H", "H", "H", "H", "H", "H", "H", "H", "H", "C", "C", "O", "C", "C", "P", "C", "C", "C", "C", "C", "C", "C", "C", "C", "C", "C", "C", "C", "C", "C", "C", "C", "C", "O", "H", "H", "H", "H", "H", "H", "H", "H", "H", "H", "H", "H", "H", "H", "H", "H", "H", "H", "H", "H", "H"], "positions_angstrom": [[-4.520, -5.435, -0.029], [-3.635, -4.259, 0.235], [-3.846, -3.058, -0.453], [-3.029, -1.955, -0.256], [-1.902, -2.005, 0.609], [-0.845, -1.050, 0.663], [0.480, -1.555, 0.783], [0.857, -2.797, 0.181], [2.162, -3.267, 0.188], [3.153, -2.512, 0.835], [4.511, -2.698, 0.643], [5.037, -3.906, 0.176], [6.264, -3.810, -0.492], [6.959, -4.981, -0.809], [6.408, -6.236, -0.513], [5.168, -6.321, 0.120], [4.502, -5.156, 0.526], [2.803, -1.353, 1.556], [1.512, -0.872, 1.504], [-1.803, -3.204, 1.408], [-2.601, -4.308, 1.187], [-4.057, -6.359, 0.328], [-5.493, -5.322, 0.471], [-4.714, -5.545, -1.101], [-4.652, -3.027, -1.191], [-3.214, -1.053, -0.832], [-1.016, 0.117, 0.841], [0.095, -3.407, -0.302], [2.395, -4.219, -0.302], [6.675, -2.826, -0.736], [7.934, -4.926, -1.295], [6.950, -7.149, -0.758], [4.694, -7.286, 0.313], [3.576, -5.193, 1.103], [3.589, -0.833, 2.111], [1.250, 0.038, 2.049], [-1.009, -3.264, 2.158], [-2.434, -5.219, 1.773], [-5.906, 0.268, 1.405], [-4.853, 1.341, 1.361], [-3.674, 0.730, 0.725], [-2.671, 1.615, 0.612], [-1.399, 1.074, -0.004], [-0.336, 2.479, -0.377], [-1.266, 3.741, -1.312], [-1.493, 5.031, -0.817], [-2.149, 5.988, -1.589], [-2.615, 5.652, -2.862], [-2.466, 4.345, -3.335], [-1.815, 3.389, -2.553], [0.340, 3.395, 1.041], [1.322, 4.379, 0.794], [1.642, 5.319, 1.775], [1.023, 5.257, 3.026], [0.128, 4.224, 3.310], [-0.206, 3.287, 2.330], [1.143, 2.073, -1.359], [1.214, 2.272, -2.750], [2.398, 1.999, -3.441], [3.518, 1.513, -2.763], [3.440, 1.267, -1.388], [2.278, 1.580, -0.688], [-2.809, 2.766, 1.035], [-6.882, 0.678, 1.682], [-6.021, -0.229, 0.439], [-5.646, -0.487, 2.154], [-5.172, 2.202, 0.764], [-4.560, 1.678, 2.359], [-1.587, 0.572, -0.962], [-1.140, 5.294, 0.183], [-2.292, 6.996, -1.197], [-3.097, 6.407, -3.487], [-2.839, 4.067, -4.321], [-1.713, 2.370, -2.930], [1.810, 4.429, -0.183], [2.368, 6.101, 1.555], [1.242, 6.011, 3.780], [-0.339, 4.150, 4.291], [-0.920, 2.493, 2.556], [0.360, 2.681, -3.282], [2.443, 2.176, -4.514], [4.447, 1.331, -3.301], [4.291, 0.846, -0.852], [2.250, 1.462, 0.400]]}

***

What are the maximum force values for these records? In order: 2.34 2.13 0.79 5.41 eV/A.